Record 1
13
Properties=species:S:1:pos:R:3:forces:R:3:nbo_charge:R:1 method="wB97M-V/def2-TZVPD" homo_lumo_gap_ha=0.271 charge=-1 molar_mass_g_mol=129.164 max_force_ev_per_a=5.47 energy_ev=-20091.380 spin_multiplicity=1
C -0.225 0.548 -0.192 -2.59 2.55 1.44 -0.416
C 0.704 0.998 0.955 -0.88 -1.71 -0.40 0.003
C -1.968 0.299 -0.200 1.41 -0.14 1.05 0.380
C 0.427 -0.684 -0.552 0.36 -3.53 -4.16 -0.304
N 1.797 -0.710 0.038 -0.95 0.99 -0.49 -0.471
N 1.766 0.275 0.980 0.42 0.93 2.08 -0.261
O -2.638 1.210 -0.648 0.50 0.00 0.06 -0.663
S -2.454 -1.234 0.377 -0.40 0.05 0.02 -0.488
H -0.345 1.412 -0.863 0.86 -0.49 -0.53 0.217
H 0.431 1.660 1.777 0.53 0.20 -0.45 0.194
H -0.291 -1.570 -0.364 1.36 1.13 0.45 0.252
H 0.494 -0.674 -1.696 0.32 -0.38 1.23 0.183
H 2.302 -1.529 0.390 -0.95 0.40 -0.32 0.373

***

Record 2
6
Properties=species:S:1:pos:R:3:forces:R:3:nbo_charge:R:1 method="wB97M-V/def2-TZVPD" homo_lumo_gap_ha="0.355 / 0.231" molar_mass_g_mol=127.006 max_force_ev_per_a=2.91 energy_ev=-81959.830 spin_multiplicity=1
C 0.943 -0.619 0.047 -0.10 1.91 2.19 -0.451
S -2.176 0.746 -0.620 0.28 -0.41 -0.39 -0.118
Br 2.607 -0.014 -0.517 -0.21 -0.16 -0.15 0.087
H 0.619 -0.121 1.025 0.34 -0.99 -1.73 0.201
H 0.643 -1.600 -0.211 -0.21 -0.65 -0.30 0.189
H -2.636 1.607 0.276 -0.09 0.31 0.37 0.091

***

Record 3
23
Properties=species:S:1:pos:R:3:forces:R:3:nbo_charge:R:1 method="wB97M-V/def2-TZVPD" homo_lumo_gap_ha=0.372 molar_mass_g_mol=122.211 max_force_ev_per_a=1.03 energy_ev=-9559.910 spin_multiplicity=1
C 0.551 -0.986 -1.565 -0.85 0.36 -0.45 -0.633
C -0.037 2.641 -0.689 -0.63 0.52 -0.18 -0.207
C -1.413 2.671 -0.473 -0.18 0.02 -0.16 -0.222
C 0.562 1.468 -1.092 -0.02 -0.24 0.02 -0.216
C -0.189 0.300 -1.266 0.16 -0.04 0.29 -0.010
C -2.182 1.554 -0.731 0.25 -0.70 -0.08 -0.202
C -1.566 0.359 -1.107 0.23 0.14 -0.32 -0.220
H 0.479 3.595 -0.648 0.33 -0.28 0.22 0.214
H -1.919 3.576 -0.172 0.12 0.19 0.01 0.211
H 1.621 1.431 -1.294 0.19 0.05 0.03 0.207
H -3.256 1.586 -0.669 -0.21 0.10 0.15 0.212
H 1.321 -0.715 -2.283 0.51 -0.46 0.27 0.218
H -0.079 -1.746 -2.036 -0.12 0.20 -0.02 0.214
H -2.122 -0.530 -1.376 -0.28 0.04 0.25 0.209
H 0.895 -1.432 -0.636 0.51 0.09 -0.15 0.224
C 0.311 -1.263 1.996 -0.64 -0.36 0.07 -0.620
C 1.530 -2.174 2.022 0.32 -0.07 -0.49 -0.609
H 0.423 -0.443 1.291 0.19 0.31 0.29 0.213
H -0.636 -1.735 1.701 0.38 -0.37 -0.18 0.204
H 0.087 -0.909 2.994 0.13 0.47 0.19 0.207
H 2.331 -1.764 2.645 -0.13 0.04 -0.07 0.205
H 1.947 -2.296 1.018 0.03 0.03 0.07 0.196
H 1.341 -3.185 2.370 -0.26 -0.05 0.23 0.205

***

Record 4
66
Properties=species:S:1:pos:R:3:forces:R:3:nbo_charge:R:1 method="wB97M-V/def2-TZVPD" homo_lumo_gap_ha=0.211 molar_mass_g_mol=388.977 max_force_ev_per_a=18.37 energy_ev=-44010.061 spin_multiplicity=1
Cl 3.621 13.694 -4.605 -0.87 -13.13 7.12 -0.452
C 3.168 14.607 -1.991 16.19 8.29 2.57 -0.721
C 4.382 15.153 -2.782 1.23 4.22 0.12 -0.240
N 4.538 16.703 -2.755 0.17 1.31 2.54 -0.230
C 3.358 17.372 -3.475 1.80 -1.03 -0.39 -0.427
C 4.513 17.239 -1.265 1.78 -0.31 -0.82 -0.206
C 5.591 16.625 -0.308 -0.90 0.29 -0.68 -0.636
C 5.924 17.113 -3.413 -0.72 0.16 -1.19 -0.225
C 6.004 16.871 -4.957 2.04 3.30 2.68 -0.184
O 5.312 17.892 -5.652 -0.20 1.18 -0.29 -0.599
C 5.617 18.019 -7.050 -1.22 -0.34 -0.06 -0.266
H 3.482 14.623 -0.947 -0.48 -0.28 0.26 0.244
H 3.009 13.612 -2.406 5.54 0.06 0.45 0.396
H 2.259 15.194 -2.121 1.72 2.55 0.26 0.245
H 4.297 15.046 -3.863 0.25 0.71 1.77 0.282
H 5.398 14.820 -2.572 -0.40 -0.62 0.65 0.234
H 3.490 18.453 -3.530 -0.08 -0.09 0.49 0.235
H 2.431 17.022 -3.021 0.13 0.35 -0.09 0.188
H 3.510 17.030 -4.498 -0.59 -0.02 -0.13 0.264
H 3.508 17.089 -0.872 0.06 0.14 -0.16 0.202
H 4.799 18.286 -1.359 -0.66 0.17 0.00 0.212
H 5.520 17.108 0.666 -0.46 -0.07 0.06 0.231
H 6.611 16.870 -0.605 -0.09 -0.39 -0.40 0.227
H 5.409 15.556 -0.197 0.43 0.02 0.09 0.214
H 6.694 16.564 -2.872 -0.20 -0.24 -0.17 0.214
H 6.080 18.171 -3.201 -0.37 0.21 0.24 0.198
H 5.620 15.894 -5.253 0.93 1.65 0.90 0.300
H 7.057 16.883 -5.237 0.38 0.10 0.23 0.183
H 5.798 17.052 -7.519 0.44 -0.11 0.19 0.238
H 6.365 18.760 -7.331 0.55 -0.11 0.61 0.160
H 4.701 18.399 -7.505 -0.20 0.05 0.01 0.164
C 1.896 14.393 -5.809 -4.58 1.82 -4.17 -0.716
C 0.687 13.471 -5.530 1.54 1.04 0.29 -0.236
N -0.300 14.099 -4.525 -1.24 -1.99 1.01 -0.224
C -1.304 12.928 -4.195 0.44 1.90 0.39 -0.414
C 0.456 14.513 -3.165 0.99 -2.74 -1.30 -0.219
C 1.563 13.479 -2.613 -12.41 -4.42 -2.41 -0.798
C -1.157 15.329 -5.025 2.30 -0.40 -0.57 -0.207
C -2.161 15.144 -6.208 -0.06 -1.12 1.28 -0.064
O -1.671 14.236 -7.155 0.07 -0.92 -0.30 -0.565
C -2.350 13.958 -8.403 0.09 1.43 -0.02 -0.250
H 2.586 13.785 -6.394 -0.43 0.38 -0.54 0.285
H 2.517 14.762 -4.992 -2.91 1.30 -0.71 0.234
H 1.617 15.235 -6.443 -0.63 0.30 -0.58 0.172
H 1.185 12.576 -5.155 -0.53 -0.04 1.15 0.234
H 0.129 13.047 -6.364 -0.07 0.97 -0.20 0.239
H -1.683 12.623 -5.170 -0.15 -0.26 0.41 0.234
H -2.045 13.355 -3.519 -0.51 0.25 -0.51 0.199
H -0.910 12.147 -3.544 0.89 -0.02 -0.75 0.244
H -0.295 14.743 -2.409 -0.07 -0.01 -0.19 0.213
H 1.011 15.397 -3.478 -0.16 0.33 -0.01 0.194
H 2.111 12.907 -3.361 -0.45 0.32 -0.06 0.264
H 1.199 12.787 -1.854 -0.75 -0.22 0.02 0.200
H 2.267 14.148 -2.117 -10.79 -4.95 -0.64 0.234
H -0.404 16.061 -5.314 0.14 -0.02 0.14 0.226
H -1.623 15.656 -4.095 -0.39 0.12 -0.34 0.210
H -2.448 16.095 -6.656 0.15 0.23 0.22 0.198
H -2.983 14.737 -5.618 -0.97 -0.20 -0.79 0.162
H -2.089 14.754 -9.101 0.27 0.03 -0.18 0.182
H -3.439 13.996 -8.405 -0.15 -0.29 0.77 0.179
H -2.018 13.015 -8.838 0.17 0.03 0.54 0.209
O 5.150 14.910 -5.668 1.06 0.69 -2.78 -0.746
C 5.582 14.332 -6.750 2.90 -2.53 -3.23 0.935
O 5.097 13.223 -6.990 -1.45 -1.25 -0.57 -0.810
O 6.524 14.843 -7.354 0.93 1.65 -0.57 -0.798
H 4.410 14.347 -5.432 0.57 0.57 -1.70 0.357

***

Record 5
69
Properties=species:S:1:pos:R:3:forces:R:3:nbo_charge:R:1 method="wB97M-V/def2-TZVPD" homo_lumo_gap_ha=0.191 charge=+1 molar_mass_g_mol=464.629 max_force_ev_per_a=2.02 energy_ev=-39312.713 spin_multiplicity=1
C -6.209 -0.544 5.114 0.03 -0.05 -0.15 -0.268
O -5.301 -1.374 4.330 1.12 1.02 -1.16 -0.442
C -4.381 -0.786 3.521 -0.55 -0.18 1.06 0.461
C -3.424 -1.634 2.893 0.11 -0.14 -0.08 -0.278
C -2.348 -1.106 2.212 -0.42 -0.44 0.00 -0.090
C -2.165 0.313 2.104 0.69 0.43 -0.26 -0.102
C -1.033 0.926 1.503 -1.71 -0.32 1.02 0.113
C -0.815 2.337 1.769 -0.48 1.72 0.01 -0.205
C -0.858 3.342 0.751 0.55 -0.83 0.16 -0.156
C -0.641 4.676 1.063 -0.50 -0.02 -0.07 -0.209
C -0.715 5.126 2.383 0.45 -0.48 0.38 0.058
C -0.765 6.594 2.676 0.03 0.33 -0.13 -0.647
C -0.740 4.165 3.413 -0.16 0.30 -0.36 -0.251
C -0.763 2.815 3.115 -0.26 -0.70 -0.27 -0.092
C -3.217 1.135 2.645 -0.05 0.12 0.35 -0.081
C -4.288 0.616 3.331 0.09 0.10 -0.04 -0.323
H -6.812 -1.270 5.668 0.17 0.29 -0.15 0.230
H -5.657 0.107 5.812 -0.10 -0.34 -0.33 0.200
H -6.855 0.065 4.461 0.26 -0.31 0.18 0.199
H -3.572 -2.711 3.003 0.19 0.36 -0.05 0.258
H -1.612 -1.777 1.762 -0.22 0.23 0.16 0.241
H -0.350 0.348 0.875 -0.25 0.09 0.04 0.239
H -1.092 3.053 -0.282 0.41 0.18 0.48 0.242
H -0.471 5.404 0.266 -0.49 -0.22 0.13 0.234
H -1.477 6.822 3.476 0.17 -0.12 -0.04 0.234
H 0.215 6.990 2.970 -0.15 -0.13 0.01 0.244
H -1.090 7.142 1.786 0.11 -0.06 0.17 0.230
H -0.777 4.497 4.453 0.05 -0.15 -0.30 0.233
H -0.806 2.080 3.926 0.19 0.26 -0.27 0.215
H -3.160 2.218 2.529 -0.02 -0.38 -0.09 0.247
H -5.034 1.298 3.738 0.19 -0.30 -0.13 0.248
O 0.097 -1.975 -2.681 -0.66 0.02 0.87 -0.729
C 1.475 -1.653 -2.548 -0.36 0.20 -0.67 0.205
C 2.103 -2.196 -3.825 0.29 -0.01 0.38 -0.057
C 1.320 -2.120 -4.971 0.21 -0.20 -0.69 -0.193
C 1.838 -2.554 -6.196 0.04 0.14 0.37 -0.200
C 3.138 -3.065 -6.264 -0.10 -0.01 0.11 -0.212
C 3.913 -3.159 -5.106 -0.09 0.19 0.21 -0.226
C 3.404 -2.711 -3.882 -0.35 0.13 -0.28 -0.172
C 1.673 -0.134 -2.419 -0.15 -0.22 -0.62 -0.035
C 0.789 0.558 -1.592 0.41 0.30 0.22 -0.239
C 1.206 1.768 -1.044 -0.19 0.14 -0.29 -0.230
C 2.309 2.447 -1.564 0.23 -0.27 0.23 -0.227
C 3.084 1.827 -2.546 -0.24 -0.02 -0.13 -0.209
C 2.776 0.526 -2.973 -0.06 0.34 0.60 -0.156
C 2.014 -2.255 -1.241 1.03 -0.05 -0.09 -0.050
C 2.018 -3.793 -1.176 -0.28 0.22 -0.19 -0.408
C 1.762 -4.112 0.308 0.20 -0.25 0.06 -0.423
C 1.310 -2.799 0.970 0.18 0.22 0.25 -0.211
N 1.181 -1.833 -0.124 -0.61 -0.17 0.38 -0.678
H -0.312 -1.981 -1.790 0.56 0.02 -0.45 0.483
H 0.301 -1.732 -4.906 0.45 -0.14 -0.07 0.238
H 1.213 -2.471 -7.085 0.26 -0.10 0.14 0.219
H 3.545 -3.395 -7.218 -0.09 0.05 0.21 0.221
H 4.924 -3.564 -5.136 -0.25 0.08 -0.12 0.218
H 4.010 -2.748 -2.974 -0.10 -0.05 -0.37 0.202
H -0.194 0.140 -1.354 0.57 -0.05 0.16 0.210
H 0.684 2.154 -0.177 0.16 0.21 -0.59 0.203
H 2.550 3.446 -1.187 0.10 -0.45 -0.10 0.219
H 3.953 2.342 -2.951 -0.24 -0.08 -0.03 0.223
H 3.391 0.036 -3.729 -0.09 0.04 0.36 0.229
H 3.054 -1.889 -1.105 -0.29 -0.13 -0.11 0.184
H 1.227 -4.204 -1.823 0.24 0.19 0.19 0.228
H 2.981 -4.180 -1.536 -0.39 0.01 0.16 0.227
H 1.025 -4.909 0.424 0.11 0.09 0.02 0.219
H 2.695 -4.446 0.770 -0.21 -0.07 0.05 0.216
H 0.348 -2.877 1.498 0.23 -0.18 -0.06 0.170
H 2.063 -2.478 1.715 -0.24 -0.07 -0.21 0.179
H 1.349 -0.877 0.178 0.27 -0.35 -0.20 0.377

***

Respective energy relative to the best compared isomer or geometry (same formula, charge and spin) values: 182.8, 303.8, 26.2, 1927.4, 47.8 kJ/mol.